Entry 1:
Computed, not measured: a cluster of 2 separate species, CHF2O4S in total, with ωB97M-V/def2-TZVPD.

Geometry as XYZ:
```
9
Properties=species:S:1:pos:R:3:forces:R:3:mulliken_charge:R:1
C -0.80215 1.87431 -1.03361 -0.701 -0.354 -0.351 0.680
O 0.35750 -1.80417 -0.85735 -0.343 0.525 0.678 -0.571
O -0.08688 -2.75275 1.37331 -1.129 -0.457 0.588 -0.520
O 0.82191 -0.30758 1.33053 0.343 -0.915 0.187 -0.636
O -1.20661 2.32258 -0.02882 1.074 0.202 0.044 -0.357
F 0.41382 1.77600 -1.53656 -0.507 0.286 0.774 -0.145
F -1.63671 1.40151 -1.94650 0.181 -0.229 -0.381 -0.188
S 0.82963 -2.03068 0.52095 1.803 0.838 -0.394 0.477
H 1.30950 -0.47922 2.17805 -0.719 0.103 -1.145 0.259
```
Forces are in eV/Å.

Output
Maximum force in Eh/bohr: 0.039
Energy relative to the best compared isomer or geometry (same formula, charge and spin) in eV: 0.368
Total charge: -1
Gap between HOMO and LUMO in eV: 7.44
LUMO level in eV: 3.570

Entry 2:
Computed, not measured: a cluster of 2 separate species, C6H11N3O2S in total, with ωB97M-V/def2-TZVPD.

Geometry as XYZ:
```
23
Properties=species:S:1:pos:R:3:forces:R:3:mulliken_charge:R:1
C -0.06261 0.31479 -0.08909 2.370 2.838 0.942 0.307
C 0.84157 -1.74993 -1.35566 0.622 -0.486 4.708 0.321
C -0.26332 2.87505 0.52255 -1.009 -0.759 -0.165 -0.440
C 1.11924 2.19488 0.54110 1.502 2.568 2.392 -0.604
C -1.06865 2.26449 -0.66794 -1.478 1.175 -0.261 -0.545
C -0.20046 -1.82830 -0.22439 5.922 -3.530 -1.506 -0.684
N 1.06556 0.80596 0.21112 -1.865 -0.968 -1.050 -0.308
N 0.57260 -1.72548 -2.58707 1.578 1.479 -2.696 -0.681
N -0.57088 -3.76087 1.17354 -1.020 0.062 -0.259 -0.429
O -0.42070 -1.33386 2.34701 0.432 -0.936 -0.202 -0.565
O -1.18701 0.79386 -0.50584 -0.755 1.320 0.520 -0.340
S 0.29270 -2.32723 1.50152 -1.971 0.827 -1.960 0.480
H 1.92215 -1.67778 -0.90962 -1.852 -0.015 -0.843 0.259
H -0.89595 2.55826 1.39321 0.794 0.413 -0.357 0.252
H -0.20141 3.99742 0.51999 -0.117 -1.147 -0.259 0.356
H 1.86077 2.85146 0.01083 -0.627 -1.130 -0.645 0.340
H 1.63426 2.31103 1.56722 -1.214 -0.401 -0.996 0.277
H -2.10987 2.72512 -0.81636 1.321 -1.019 0.744 0.261
H -0.64659 2.32448 -1.64861 0.893 0.534 -0.485 0.342
H -1.20330 -1.90269 -0.36831 -2.851 0.188 -0.596 0.618
H 1.48276 -1.45145 -3.17900 -2.401 -1.225 1.671 0.283
H -0.43616 -4.47461 1.87192 -0.182 -0.132 0.117 0.245
H -1.52470 -3.78460 0.69186 1.909 0.347 1.185 0.253
```
Forces are in eV/Å.

Output
Spin multiplicity: 3
Maximum force in Eh/bohr: 0.137
Energy relative to the best compared isomer or geometry (same formula, charge and spin) in eV: 1.191
Gap between HOMO and LUMO (spin up / spin down) in eV: 6.57 / 7.12
LUMO level (spin up / spin down) in eV: 0.784 / -2.258

Entry 3:
Computed, not measured: an isolated molecule of C7H7N3, with ωB97M-V/def2-TZVPD.

Geometry as XYZ:
```
17
Properties=species:S:1:pos:R:3:forces:R:3:mulliken_charge:R:1
C 1.06540 0.21823 1.85018 -0.961 -3.221 -1.201 -0.552
C 0.53276 -0.01328 0.41895 0.263 1.528 -3.625 0.168
C 0.05619 -1.18321 -0.08397 -2.679 -1.704 1.291 -0.247
C -0.64387 -1.31134 -1.31194 -1.342 -4.389 2.111 -0.153
C -0.70743 -0.37856 -2.26405 0.667 0.230 -2.508 -0.340
C -0.01932 0.81671 -2.04580 2.007 0.925 2.061 -0.379
C 0.60281 0.94923 -0.74191 0.042 1.566 0.629 -0.220
H 1.28075 -0.79785 2.38928 -0.722 1.477 -1.076 0.285
H 2.05149 0.50327 1.55961 0.776 1.743 1.161 0.377
H -0.15159 -2.02810 0.60545 0.620 0.435 -0.338 0.240
H -1.29616 -2.35473 -1.39493 2.047 2.795 -0.152 0.159
H -0.99722 -0.77584 -3.25340 -0.515 1.036 0.469 0.302
H 0.20403 1.64704 -2.80950 -0.649 -1.589 1.252 0.286
H 1.16430 1.93306 -0.61021 -0.797 -1.371 0.095 0.245
N -2.23009 0.92457 2.51580 2.973 -0.891 -0.082 -0.381
N -1.09384 0.80143 2.50497 0.344 1.782 0.370 0.653
N 0.18180 1.04936 2.67145 -2.073 -0.351 -0.458 -0.442
```
Forces are in eV/Å.

Output
Maximum force in Eh/bohr: 0.098
Energy relative to the best compared isomer or geometry (same formula, charge and spin) in eV: 3.924
Gap between HOMO and LUMO in eV: 9.66
LUMO level in eV: 0.518